(1)
Density functional theory data (wB97M-V/def2-TZVPD) for C3H3N3O2 in the gas phase at a distorted geometry.

XYZ file:
```
11
Properties=species:S:1:pos:R:3:forces:R:3:mulliken_charge:R:1
H -3.325 -0.857 0.022 1.1 -0.1 -0.5 0.263
N -2.780 -0.003 -0.129 5.1 0.7 0.0 -0.632
H 1.334 -1.978 0.617 -1.9 1.3 -1.4 0.296
C -1.423 -0.089 -0.128 -3.4 2.7 0.9 0.490
C 0.671 -1.092 0.209 -4.8 -5.6 1.9 0.168
C 1.432 0.037 0.107 2.0 1.3 -2.2 0.544
N -0.608 1.105 0.208 -2.0 3.9 -0.3 -0.179
H -0.816 2.236 0.064 -0.3 -4.5 0.3 0.305
O 2.565 -0.154 -0.264 0.9 1.1 0.6 -0.503
N -0.635 -1.194 -0.046 3.6 -2.0 0.9 -0.509
O 0.796 1.168 0.006 -0.3 1.1 -0.4 -0.242
```
Positions in Å, forces in eV/Å.

Output
**Total energy**: -430.70822 hartree
**Frontier orbital gap**: 8.215 eV
**Relative energy (zero: lowest compared OMol25 entry of this formula, charge and spin)**: 133.5 kcal per mole
**Net charge**: 0
**Highest occupied orbital energy**: -9.729 eV
**Structure (SMILES)**: [H]/N=c1\ncc(=O)o[nH]1



(2)
Density functional theory data (wB97M-V/def2-TZVPD) for C4H7NO3 in the gas phase.

XYZ file:
```
15
Properties=species:S:1:pos:R:3:forces:R:3:mulliken_charge:R:1
H 0.182 1.853 -0.901 0.0 0.2 0.1 0.265
N -0.809 0.094 -0.305 -0.4 0.0 0.0 -0.182
H 2.251 -0.544 -2.260 0.0 0.0 -0.1 0.339
C -1.260 0.232 2.108 0.0 0.3 0.8 -1.252
H -1.095 -0.314 -1.182 0.2 0.1 -0.1 0.232
O 1.456 -0.042 -2.027 0.2 0.1 0.4 -0.449
H -1.189 1.316 2.255 0.1 -0.1 -0.6 0.367
C -1.584 -0.309 0.745 -0.2 -0.1 -0.1 0.759
O -2.471 -1.125 0.574 0.1 0.2 0.0 -0.625
H -0.323 -0.202 2.450 0.2 0.0 0.1 0.343
C 0.315 0.991 -0.248 0.4 -0.6 -0.1 -0.449
H -2.033 -0.066 2.799 -0.2 -0.4 0.0 0.313
H 0.479 1.267 0.780 0.0 0.4 0.1 0.286
C 1.553 0.235 -0.696 -0.1 -0.2 -0.7 0.585
O 2.477 -0.131 -0.028 -0.1 0.2 0.2 -0.533
```
Positions in Å, forces in eV/Å.

Output
**Total energy**: -437.12530 hartree
**Frontier orbital gap**: 10.414 eV
**Relative energy (zero: lowest compared OMol25 entry of this formula, charge and spin)**: 11.4 kcal per mole
**Net charge**: 0
**Highest occupied orbital energy**: -9.859 eV
**Structure (SMILES)**: CC(=O)NCC(=O)O



(3)
Density functional theory data (wB97M-V/def2-TZVPD) for 2 unconnected molecules or ions with the total composition C2HBrS at a distorted geometry.

XYZ file:
```
5
Properties=species:S:1:pos:R:3:forces:R:3:mulliken_charge:R:1
S -0.455 -0.355 -0.839 -1.4 0.9 -2.0 -0.068
Br -3.985 2.724 0.686 0.0 -0.3 0.0 -0.054
C -1.927 0.295 -0.370 2.7 -1.2 -2.0 0.143
H -0.183 -0.293 0.387 1.6 -0.3 2.6 0.169
C -2.993 0.202 0.236 -2.9 1.0 1.4 -0.190
```
Positions in Å, forces in eV/Å.

Output
**Total energy**: -3048.77219 hartree
**Frontier orbital gap (spin up / spin down)**: 9.621 / 6.291 eV
**Relative energy (zero: lowest compared OMol25 entry of this formula, charge and spin)**: 1.9 kcal per mole
**Spin multiplicity**: 3
**Net charge**: 0
**Highest occupied orbital energy (spin up / spin down)**: -9.453 / -9.998 eV



(4)
Density functional theory data (wB97M-V/def2-TZVPD) for 4 unconnected molecules or ions with the total composition C23H41I3NO13S3 at a distorted geometry.

XYZ file:
```
84
Properties=species:S:1:pos:R:3:forces:R:3:mulliken_charge:R:1
H -0.563 -1.612 -4.380 -0.7 0.9 2.3 -0.188
H -2.082 -0.871 1.226 1.6 -0.1 1.9 -0.033
C 1.947 -2.001 1.187 0.7 -0.2 -0.8 -0.410
H 1.125 -2.714 -2.820 -2.6 0.0 0.6 0.283
I -1.563 -1.184 5.272 -0.5 2.6 1.1 0.078
O -4.860 4.151 4.039 0.3 1.5 0.0 -0.512
O 1.804 0.532 -9.734 0.2 -1.8 0.7 -0.522
H 7.281 -3.544 1.930 -0.3 0.0 -0.2 0.315
H 1.492 -0.867 3.081 -0.4 0.0 -2.0 0.350
H -2.677 7.462 5.424 0.0 -0.1 0.1 0.293
H 1.124 0.394 -6.460 0.0 -0.1 0.0 0.296
C 1.371 -0.662 1.937 2.9 -1.3 3.2 -0.292
H 1.630 -3.024 1.711 0.4 2.5 -1.2 0.292
H -0.960 3.662 2.447 -0.9 -0.3 -2.9 0.300
C 1.418 1.633 0.800 0.8 -0.2 3.6 -0.984
C -3.182 3.458 1.884 1.5 -1.3 0.0 -0.429
C -1.324 1.940 0.653 0.3 -1.3 1.1 0.358
C -3.979 6.141 6.561 0.6 -0.3 0.5 -0.364
H -1.814 6.124 6.233 -0.2 -0.2 -0.3 0.312
H -1.765 1.011 3.584 -0.8 -2.1 -0.6 0.504
C -2.735 6.408 5.718 -0.1 0.8 0.4 -0.333
I -1.223 -2.979 2.839 0.2 -0.3 -2.8 0.208
C 0.084 -2.164 -0.852 0.3 0.8 -0.1 1.018
H 0.902 -2.607 -7.092 0.0 0.1 0.1 0.328
H -3.758 2.826 2.717 0.4 0.4 -3.4 0.045
H -4.167 -0.994 4.078 0.8 1.7 -1.9 0.347
N -0.073 -0.241 1.790 1.2 4.9 -3.1 0.785
C 0.003 -2.638 -2.421 -0.3 1.3 0.7 -0.723
H -0.570 -3.657 -2.474 1.2 2.0 -0.3 0.307
H -0.258 -0.410 -2.842 -1.3 -1.9 -1.0 0.128
H -5.008 -0.764 -1.999 2.1 0.6 1.4 0.386
C -2.153 -0.081 3.424 -0.2 -0.4 -0.5 0.116
O 2.598 -0.475 -7.589 -0.4 -0.5 -0.7 -0.330
H -2.274 1.291 0.334 1.9 1.4 0.9 -0.408
H 2.187 -1.207 -1.049 -1.1 -1.6 1.5 -0.134
C -1.381 -0.892 2.179 -1.4 0.7 0.0 -0.910
H -4.110 -0.716 2.215 1.0 1.2 2.1 0.184
H -0.431 -1.473 -6.739 0.1 0.1 -0.3 0.298
C -4.043 -0.439 -1.405 1.1 0.6 -0.1 -0.780
I 2.069 1.858 -1.279 -0.7 -0.3 0.9 0.192
C 1.665 -2.067 -0.431 -0.1 -1.4 0.0 -0.450
H 2.882 1.105 2.691 -1.9 -0.7 -1.8 0.321
C -0.783 -1.403 -3.228 1.5 -1.6 -0.3 0.182
S 5.047 -4.094 -0.594 0.1 -0.3 -0.3 1.177
C 2.372 0.660 1.721 0.2 -1.0 -2.1 -0.626
C 1.570 -0.595 -6.607 -0.5 0.2 0.2 -0.204
H -0.577 -2.838 -0.161 1.6 1.1 -1.2 -0.031
H 1.670 2.705 1.267 -1.7 -2.1 -1.2 0.476
H -4.160 6.933 7.293 -0.2 -0.1 -0.3 0.321
O 2.671 -1.854 -9.666 -0.8 1.7 0.7 -0.525
C -2.742 -0.182 -2.421 -1.4 0.8 0.7 0.190
H 6.694 -5.200 1.614 0.1 0.1 0.0 0.288
H -3.090 0.561 -3.283 0.8 -1.7 1.6 0.297
O -5.059 6.065 5.633 0.4 -0.1 -1.2 -0.308
O 4.143 -5.220 -0.552 0.9 1.7 -0.3 -0.567
H -3.906 5.178 7.077 0.0 0.1 0.0 0.277
H 1.987 -0.950 -5.661 0.1 0.0 -0.3 0.274
H 3.135 -1.964 1.309 -2.6 0.1 -0.1 0.151
O -4.806 6.548 3.199 0.2 -1.7 1.2 -0.546
C 6.780 -4.189 1.204 0.6 -0.6 0.2 -0.325
H -4.388 0.756 3.404 1.5 -1.8 -0.3 0.166
H -4.191 0.603 -0.842 0.0 -2.2 -1.3 0.196
H -0.354 -1.058 -0.749 0.7 -2.3 -0.3 -0.540
O 0.502 -1.263 -8.586 0.7 0.7 -0.1 -0.338
H 8.352 -4.879 -0.155 -0.3 0.0 -0.1 0.328
C 0.557 -1.573 -7.195 0.3 -0.4 0.4 -0.331
S 1.969 -0.740 -9.070 0.3 -0.1 -0.8 1.073
C -1.717 3.105 1.741 -1.5 0.5 0.1 -0.559
H 2.170 -3.081 -0.809 -1.0 2.2 0.9 0.306
O -2.231 -1.452 -2.959 1.5 2.2 0.8 -0.374
H 7.822 -3.196 -0.427 0.0 -0.1 0.1 0.281
O 4.748 -2.870 -1.304 0.0 -1.5 0.9 -0.505
S -4.503 5.542 4.192 -0.2 0.8 -0.1 1.080
H -3.706 4.279 1.214 1.3 -0.6 2.8 0.311
O -2.911 5.631 4.536 -1.0 -0.6 -0.2 -0.240
C 7.494 -4.202 -0.145 0.4 0.6 0.4 -0.395
C -0.059 0.992 1.125 -0.6 -0.1 -0.1 0.366
H 3.321 0.381 1.064 -2.2 0.2 1.4 0.293
C -3.777 -0.230 3.252 -0.9 -1.0 0.4 -0.774
H -1.963 0.421 -1.767 -1.1 -1.5 -1.4 -0.151
H -0.962 2.501 -0.337 -0.7 -1.1 2.3 0.535
O 6.509 -4.624 -1.085 -1.2 0.0 0.5 -0.309
O 5.465 -3.707 0.934 -0.3 0.2 -1.1 -0.291
H -3.721 -1.210 -0.569 -0.8 1.3 -1.9 0.129
```
Positions in Å, forces in eV/Å.

Output
**Total energy**: -4020.65588 hartree
**Frontier orbital gap**: 5.917 eV
**Net charge**: +1
**Highest occupied orbital energy**: -10.343 eV



(5)
Density functional theory data (wB97M-V/def2-TZVPD) for a molecular structure, C21H40F18Na3O21P3 at a distorted geometry.

XYZ file:
```
106
Properties=species:S:1:pos:R:3:forces:R:3:mulliken_charge:R:1
H -13.525 9.549 15.706 0.7 0.0 0.3 -0.232
H -16.178 9.589 16.175 0.2 -0.4 -0.2 0.122
C -15.816 14.110 8.323 0.0 0.8 -1.4 -0.414
O -15.800 12.592 5.992 -0.2 0.4 0.2 -0.588
O -16.706 9.733 18.151 2.2 -1.7 -0.9 -0.372
H -16.548 6.548 9.121 -0.3 0.2 -0.6 0.382
P -19.340 9.591 13.301 -0.6 -1.9 -0.9 2.013
O -16.907 10.223 9.645 -0.7 1.0 -0.3 0.182
O -14.546 11.876 11.764 4.7 -0.6 -2.3 0.747
H -19.804 11.449 7.322 0.4 -0.3 -0.3 0.282
C -14.745 8.022 13.709 -1.6 2.6 -1.2 0.200
O -19.998 3.400 10.567 1.8 1.2 1.3 -0.608
H -19.679 7.176 10.596 0.3 -0.3 0.7 0.039
O -12.519 12.727 10.999 0.4 -3.1 -1.0 -0.394
H -18.691 11.026 20.959 -0.1 0.0 -0.2 0.266
H -20.825 5.845 10.455 0.2 -0.2 0.1 0.393
F -19.321 10.731 12.125 0.5 0.8 0.7 -0.380
H -18.125 12.065 7.432 0.1 -0.3 0.0 0.066
F -19.299 13.896 13.634 -1.9 0.2 0.6 -0.490
C -14.532 10.258 6.007 0.5 -0.5 -0.6 -0.714
H -18.840 9.485 20.146 0.2 0.1 -0.7 0.307
H -11.707 14.455 11.588 0.1 -0.3 -0.1 0.314
C -18.872 11.414 7.885 -0.9 1.1 0.4 -0.083
C -15.732 9.306 17.129 -0.2 0.6 -0.4 -0.628
Na -21.220 12.312 12.760 0.0 0.1 -1.1 0.899
O -18.903 5.308 11.083 0.4 2.9 -0.6 0.006
C -13.508 9.389 10.884 -1.9 -1.4 0.7 0.220
O -13.054 15.459 15.738 -0.1 -0.6 -0.4 -0.386
H -16.835 13.834 8.050 -0.2 0.2 0.8 0.208
H -13.344 14.568 10.986 -0.2 0.0 0.0 0.221
O -14.974 13.018 8.102 1.1 -2.5 -1.2 -0.123
H -13.139 8.515 10.347 0.8 0.9 -0.9 0.479
O -14.350 11.235 7.002 0.9 0.0 1.1 -0.244
H -14.651 10.715 5.025 -0.3 -0.1 0.1 0.351
O -11.215 14.314 16.298 -0.3 -0.5 -0.5 -0.539
O -15.055 6.709 13.698 1.7 1.5 1.0 -0.390
H -16.450 7.803 10.319 -0.4 0.2 0.2 -0.330
H -13.448 9.000 11.900 0.4 1.0 0.3 -0.132
C -15.097 12.305 6.923 -0.8 1.5 1.3 0.746
H -15.644 6.494 11.740 -0.1 0.4 0.1 0.137
Na -16.841 10.945 11.974 0.3 0.1 -0.2 0.562
F -21.829 14.273 9.300 1.6 -0.1 -0.2 -0.366
O -13.551 8.089 14.320 -0.4 -0.1 -0.5 -0.438
H -15.536 14.863 7.587 -0.1 0.5 0.1 0.349
P -22.268 12.770 9.605 -2.9 1.0 1.0 1.424
O -13.038 13.256 15.335 1.9 -0.3 0.9 -0.377
C -19.781 6.127 10.319 -0.9 0.9 -0.7 -0.646
H -14.577 9.398 10.669 0.0 0.4 -0.1 -0.291
H -19.310 1.961 12.846 0.1 -0.3 -0.1 0.290
H -18.123 1.633 11.541 -0.5 0.4 -0.4 0.333
O -18.464 10.050 7.950 0.0 -0.1 -0.3 -0.476
C -15.902 6.181 12.751 -2.0 -0.5 -1.6 -0.495
C -14.344 13.596 14.989 -1.0 1.7 -0.2 1.291
H -15.361 9.615 6.302 -0.1 0.0 -0.3 0.254
H -13.337 10.184 14.151 0.2 -0.2 -0.5 -0.081
H -15.852 5.093 12.700 0.4 0.0 0.6 0.299
C -14.374 15.111 15.307 -0.8 0.6 -0.6 -0.320
H -15.055 15.526 16.049 -0.1 -0.7 0.2 0.316
C -17.535 9.653 8.764 1.4 -0.6 1.8 0.350
C -18.341 2.230 12.426 -0.7 -1.0 -0.2 -0.768
F -20.664 9.023 12.589 -0.2 -0.1 0.6 -0.381
H -15.156 13.058 15.478 0.5 -0.4 0.5 -0.116
H -16.939 6.422 12.988 0.0 0.2 -0.3 0.285
F -19.417 8.469 14.464 -0.1 0.6 -0.5 -0.439
O -15.407 9.019 13.238 2.4 -4.3 1.9 0.461
C -18.183 10.345 20.276 0.0 0.2 0.8 -0.677
H -14.522 13.495 13.918 0.3 -0.4 0.1 -0.798
O -17.259 11.635 16.954 -0.4 -2.3 3.4 -0.434
F -16.267 14.091 12.581 0.1 1.6 1.2 -0.466
H -13.054 13.919 12.593 0.0 -0.3 0.0 -0.184
H -11.929 9.280 14.831 -0.3 -0.2 0.1 0.350
O -17.950 11.165 19.117 -0.4 1.2 -1.4 -0.329
F -23.717 13.243 9.163 -1.1 -0.4 -1.0 -0.338
O -17.289 8.369 8.553 -3.6 0.2 -3.0 -0.494
H -14.777 9.824 17.220 -0.3 0.5 0.5 0.411
H -15.472 8.252 17.218 -0.8 0.0 0.2 0.361
O -18.377 3.635 12.180 1.3 -1.0 0.5 -0.229
H -15.431 7.953 8.953 0.5 -0.5 -0.1 0.423
F -18.037 13.215 11.812 -1.2 -0.9 -0.3 -0.328
H -17.561 1.864 13.093 0.1 1.2 0.4 0.255
F -17.506 12.777 13.960 0.9 -0.5 1.1 -0.396
F -20.302 10.611 14.195 0.4 0.6 0.5 -0.532
F -20.872 12.434 10.365 1.0 -0.6 -1.2 -0.545
C -16.429 7.625 9.244 3.0 -0.5 2.3 -0.318
F -17.968 10.132 13.975 -0.7 0.9 0.0 -0.759
F -21.914 12.235 8.129 0.7 0.1 1.1 -0.333
Na -19.301 12.491 15.900 0.8 -0.2 -0.4 0.861
H -19.587 6.164 9.247 0.4 -0.8 0.0 0.316
F -22.724 13.243 11.131 0.0 0.9 1.7 -0.482
H -14.657 15.584 14.367 0.5 0.5 0.1 0.262
F -18.331 15.405 12.226 1.3 -0.9 1.5 -0.357
F -22.902 11.355 10.068 0.9 -0.9 -0.7 -0.371
H -15.572 14.469 9.322 -0.7 -0.2 0.0 -0.014
F -18.454 8.690 12.331 0.6 -0.6 0.0 -0.616
C -13.016 9.342 14.765 -1.2 0.7 0.1 0.193
C -19.160 4.060 11.193 -2.3 -2.8 -0.8 0.617
H -19.193 11.818 8.846 0.5 -0.3 0.3 -0.115
C -17.271 10.874 17.976 -1.2 2.0 -0.5 0.710
O -12.903 10.629 10.631 0.6 0.9 0.2 -0.447
H -17.295 10.039 20.829 0.3 0.0 -0.6 0.301
P -17.790 14.128 13.122 0.6 1.5 -2.1 1.694
C -12.670 13.944 11.573 -0.7 2.9 1.0 -0.149
H -13.610 9.677 5.987 -0.1 0.0 0.1 0.229
F -17.465 15.097 14.446 -0.1 -1.3 -1.6 -0.426
C -12.305 14.344 15.828 -1.0 -0.2 0.0 0.537
C -13.397 11.759 11.168 -4.2 -0.4 1.9 0.064
```
Positions in Å, forces in eV/Å.

Output
**Total energy**: -5713.62021 hartree
**Frontier orbital gap**: 9.406 eV
**Net charge**: 0
**Highest occupied orbital energy**: -10.848 eV



- What is the net charge in the third record?
  0



- Look up the net charge of the first one.
  0



- net charge of number 5 (C21H40F18Na3O21P3)?
  0